1.
Formula: C4H6MgO7
Source: OMol25
Level of theory: the ωB97M-V functional and the def2-TZVPD basis

Each line ends with the natural charge from an NBO analysis.
Geometry (Å):
1 Mg -1.529 -5.908 1.224  0.967
2 O -6.191 -6.797 -0.333  -0.291
3 O -3.374 -3.193 -0.347  -0.480
4 O -6.767 -4.485 -0.555  -0.496
5 O -6.107 -5.484 1.518  -0.653
6 O -1.480 -4.255 0.080  -0.845
7 O -8.076 -6.003 0.655  -0.687
8 O -3.313 -5.011 0.999  -0.925
9 C -2.730 -4.153 0.255  0.960
10 C -4.806 -3.105 -0.189  -0.101
11 C -6.727 -5.827 0.295  0.879
12 C -5.537 -4.108 -1.091  -0.115
13 H -5.048 -2.070 -0.451  0.205
14 H -5.063 -3.275 0.862  0.209
15 H -5.696 -3.656 -2.083  0.192
16 H -8.421 -6.664 0.048  0.479
17 H -4.905 -5.001 -1.239  0.193
18 H -5.151 -5.457 1.357  0.507

Its charge is 0. For the energy above the lowest of the compared OMol25 structures with the same formula, charge and spin, the calculation gives 129.1 kJ/mol. The LUMO energy (spin up / spin down) is -0.0254 / -0.1348 hartree. As for the spin multiplicity: 1. As for the HOMO-LUMO gap (spin up / spin down): 10.07 / 3.16 eV.

2.
Formula: C4H6N
Source: OMol25
Level of theory: the ωB97M-V functional and the def2-TZVPD basis

Each line ends with the natural charge from an NBO analysis.
Geometry (Å):
1 N 0.827 0.825 0.463  -0.490
2 C -0.382 0.258 -0.142  -0.158
3 C -1.748 0.701 -0.276  0.360
4 C -1.391 -0.626 0.331  -0.557
5 C 0.855 -0.104 -0.728  -0.188
6 H -1.701 -0.728 1.308  0.290
7 H 1.111 1.752 0.189  0.457
8 H -1.435 -1.540 -0.070  0.292
9 H 1.214 0.414 1.303  0.455
10 H 1.328 0.192 -1.703  0.274
11 H 1.324 -1.144 -0.676  0.266

Its charge is +1. For the energy above the lowest of the compared OMol25 structures with the same formula, charge and spin, the calculation gives 516.5 kJ/mol. The LUMO energy is -0.2207 hartree. As for the spin multiplicity: 1. As for the HOMO-LUMO gap: 8.61 eV.

3.
Formula: C4H6N
Source: OMol25
Level of theory: the ωB97M-V functional and the def2-TZVPD basis

Each line ends with the natural charge from an NBO analysis.
Geometry (Å):
1 N 0.016 -0.657 1.019  -0.188
2 C -0.154 -0.047 -0.258  0.101
3 C 0.105 -1.221 2.030  0.430
4 C 0.296 1.365 -0.188  -0.671
5 C -0.385 -0.782 -1.337  -0.229
6 H 1.282 1.365 0.208  0.250
7 H -0.488 2.040 0.045  0.263
8 H -0.568 -1.806 -1.195  0.231
9 H -0.075 -1.773 2.974  0.322
10 H -0.494 -0.205 -2.149  0.236
11 H 0.464 1.721 -1.150  0.254

Its charge is +1. For the energy above the lowest of the compared OMol25 structures with the same formula, charge and spin, the calculation gives 143.1 kJ/mol. The LUMO energy is -0.2002 hartree. As for the spin multiplicity: 1. As for the HOMO-LUMO gap: 9.93 eV.

4.
Formula: C4H6N2
Source: OMol25
Level of theory: the ωB97M-V functional and the def2-TZVPD basis

Each line ends with the natural charge from an NBO analysis.
Geometry (Å):
1 N 0.171 1.019 0.019  -0.581
2 N -1.964 -0.381 0.036  -0.626
3 C 1.657 0.834 -0.014  -0.247
4 C 2.050 -0.436 0.018  -0.597
5 C -0.536 -0.074 -0.041  0.388
6 C -0.692 -1.357 -0.195  -0.107
7 H -0.653 -2.381 0.131  0.260
8 H 2.118 1.830 -0.058  0.163
9 H 3.144 -0.538 -0.007  0.155
10 H -2.574 -0.151 -0.745  0.396
11 H -0.298 1.906 -0.084  0.402
12 H -2.411 -0.297 0.947  0.394

Its charge is 0. For the energy above the lowest of the compared OMol25 structures with the same formula, charge and spin, the calculation gives 699.9 kJ/mol. The LUMO energy is 0.0022 hartree. As for the spin multiplicity: 1. As for the HOMO-LUMO gap: 6.43 eV.

5.
Formula: C4H6N2
Source: OMol25
Level of theory: the ωB97M-V functional and the def2-TZVPD basis

Each line ends with the natural charge from an NBO analysis.
Geometry (Å):
1 N -1.708 1.926 2.110  -0.350
2 N 0.799 0.727 -0.083  -0.384
3 C -1.104 1.229 1.399  0.220
4 C 0.614 -0.011 -1.161  -0.003
5 C -0.361 0.351 0.587  -0.142
6 C -0.749 -0.419 -0.676  -0.466
7 H 1.247 -1.844 0.390  -0.042
8 H 1.579 1.306 0.211  0.424
9 H -0.946 -1.490 -0.595  0.254
10 H 0.846 -1.562 0.962  0.012
11 H 1.332 -0.294 -1.917  0.220
12 H -1.549 0.083 -1.227  0.258

Its charge is 0. For the energy above the lowest of the compared OMol25 structures with the same formula, charge and spin, the calculation gives 426.7 kJ/mol. The LUMO energy (spin up / spin down) is 0.0130 / 0.0129 hartree. As for the spin multiplicity: 1. As for the HOMO-LUMO gap (spin up / spin down): 8.15 / 8.15 eV.

6.
Formula: C4H6N2
Source: OMol25
Level of theory: the ωB97M-V functional and the def2-TZVPD basis

Each line ends with the natural charge from an NBO analysis.
Geometry (Å):
1 N -0.622 2.028 -1.942  -0.329
2 N 0.475 -1.294 1.020  -0.605
3 C 0.991 0.675 -0.397  -0.530
4 C 0.059 -0.025 0.597  -0.084
5 C -1.117 -0.871 -0.007  -0.250
6 C 0.131 1.448 -1.286  0.292
7 H -2.164 -0.954 0.381  0.218
8 H 1.730 1.342 0.068  0.253
9 H -0.290 0.653 1.386  0.200
10 H -1.104 -1.522 -0.904  0.220
11 H 0.359 -1.395 2.038  0.351
12 H 1.552 -0.084 -0.955  0.263

Its charge is 0. For the energy above the lowest of the compared OMol25 structures with the same formula, charge and spin, the calculation gives 324.4 kJ/mol. The LUMO energy is 0.0185 hartree. As for the spin multiplicity: 1. As for the HOMO-LUMO gap: 10.28 eV.

7.
Formula: C4H6N2
Source: OMol25
Level of theory: the ωB97M-V functional and the def2-TZVPD basis

Each line ends with the natural charge from an NBO analysis.
Geometry (Å):
1 N 1.567 0.731 -0.738  -0.255
2 N 2.121 -0.448 -0.058  -0.422
3 C -0.302 0.121 0.002  -0.033
4 C 0.849 -0.547 -0.723  0.010
5 C -1.680 -0.334 0.325  -0.651
6 C 0.430 1.234 0.080  -0.085
7 H -2.203 0.385 0.961  0.227
8 H 0.779 -1.226 -1.567  0.204
9 H 0.351 2.222 0.523  0.211
10 H 2.018 -0.375 0.955  0.340
11 H -1.658 -1.305 0.830  0.225
12 H -2.271 -0.457 -0.591  0.229

Its charge is 0. For the energy above the lowest of the compared OMol25 structures with the same formula, charge and spin, the calculation gives 396.9 kJ/mol. The LUMO energy is 0.0355 hartree. As for the spin multiplicity: 1. As for the HOMO-LUMO gap: 10.00 eV.

8.
Formula: C4H6N2
Source: OMol25
Level of theory: the ωB97M-V functional and the def2-TZVPD basis

Each line ends with the natural charge from an NBO analysis.
Geometry (Å):
1 N 3.382 1.055 -0.705  -0.277
2 N 0.263 -1.256 -0.814  -0.573
3 C 1.128 -0.093 -0.365  -0.047
4 C -0.142 0.075 -0.314  0.282
5 C -1.321 0.944 -0.294  -0.677
6 C 2.387 0.489 -0.519  0.232
7 H 0.183 -1.233 -1.842  0.320
8 H -1.536 1.196 -1.340  0.247
9 H -1.102 1.868 0.246  0.249
10 H -0.888 -1.684 1.681  -0.024
11 H -2.203 0.460 0.130  0.245
12 H -0.199 -1.820 1.440  0.023

Its charge is 0. For the energy above the lowest of the compared OMol25 structures with the same formula, charge and spin, the calculation gives 466.6 kJ/mol. The LUMO energy is 0.0100 hartree. As for the spin multiplicity: 1. As for the HOMO-LUMO gap: 9.21 eV.

9.
Formula: C4H6N2
Source: OMol25
Level of theory: the ωB97M-V functional and the def2-TZVPD basis

Each line ends with the natural charge from an NBO analysis.
Geometry (Å):
1 N 0.895 0.942 -0.471  -0.343
2 N 2.111 1.801 0.160  -0.228
3 C -0.119 0.427 0.486  -0.278
4 C -1.283 -0.140 -0.271  -0.213
5 C -1.497 -1.431 -0.102  -0.358
6 C 2.244 0.710 -0.416  0.188
7 H -0.412 1.484 0.977  0.230
8 H -2.122 0.358 -0.708  0.221
9 H 3.048 0.052 -0.784  0.203
10 H -0.770 -2.081 0.362  0.187
11 H 0.437 -0.240 1.139  0.192
12 H -2.532 -1.882 -0.372  0.200

Its charge is 0. For the energy above the lowest of the compared OMol25 structures with the same formula, charge and spin, the calculation gives 492.9 kJ/mol. The LUMO energy is 0.0380 hartree. As for the spin multiplicity: 1. As for the HOMO-LUMO gap: 9.97 eV.

10.
Formula: C4H6N2
Source: OMol25
Level of theory: the ωB97M-V functional and the def2-TZVPD basis

Each line ends with the natural charge from an NBO analysis.
Geometry (Å):
1 N 0.239 -0.091 2.915  -0.652
2 N -1.957 -2.070 -0.886  -0.658
3 C -1.111 -1.241 -0.533  0.354
4 C 0.432 0.530 0.489  -0.541
5 C 0.065 -0.118 1.707  0.358
6 C -0.431 0.045 -0.720  -0.530
7 H 0.580 1.685 0.481  0.215
8 H 0.285 -0.355 -1.496  0.259
9 H -2.703 -1.947 -1.674  0.345
10 H 0.432 0.639 3.568  0.367
11 H 1.430 0.240 0.488  0.257
12 H -1.193 0.853 -1.140  0.225

Its charge is 0. For the energy above the lowest of the compared OMol25 structures with the same formula, charge and spin, the calculation gives 561.7 kJ/mol. The LUMO energy (spin up / spin down) is 0.0175 / 0.0174 hartree. As for the spin multiplicity: 1. As for the HOMO-LUMO gap (spin up / spin down): 7.58 / 7.46 eV.

Which value of charge does entry 1 give?
0